Density functional theory data (the ωB97M-V functional and the def2-TZVPD basis) for a structure of composition C40H28BaN12O2S4 at a distorted geometry.

Geometry (Å):
Ba -0.88 0.21 0.09
C -5.34 -0.59 -1.71
C -6.20 -0.82 -0.64
C -5.73 -0.69 0.65
C -4.39 -0.32 0.87
N -3.59 -0.08 -0.16
C -4.04 -0.22 -1.41
N -4.00 -0.32 2.21
C -2.94 0.15 2.77
N -1.89 0.93 2.32
C -1.01 1.15 3.36
N 0.09 1.82 3.44
C 0.86 2.39 2.43
C 1.66 3.49 2.77
C 2.51 4.02 1.82
C 2.57 3.46 0.54
C 1.75 2.38 0.28
N 0.92 1.88 1.20
C -1.55 0.49 4.58
C -1.05 0.42 5.87
C -1.80 -0.30 6.79
C -3.00 -0.92 6.43
C -3.48 -0.84 5.13
C -2.73 -0.12 4.22
H -5.66 -0.69 -2.73
H -7.23 -1.11 -0.81
H -6.36 -0.88 1.51
H -3.33 -0.01 -2.21
H 1.61 3.88 3.78
H 3.13 4.87 2.08
H 3.24 3.84 -0.21
H 1.75 1.90 -0.69
H -0.12 0.91 6.13
H -1.46 -0.39 7.82
H -3.55 -1.48 7.18
H -4.41 -1.31 4.83
S -1.29 6.13 -5.84
N -1.47 6.25 -4.24
C -1.35 5.02 -3.75
C -1.44 4.66 -2.35
C -1.69 5.59 -1.34
C -1.79 5.16 -0.04
C -1.64 3.80 0.23
N -1.39 2.91 -0.72
C -1.28 3.32 -1.99
C -1.01 2.29 -3.04
N -0.84 1.01 -2.65
C -0.64 0.07 -3.56
C -0.57 0.35 -4.93
C -0.72 1.65 -5.34
C -0.95 2.64 -4.39
C -1.11 4.04 -4.74
N -1.06 4.54 -5.97
H -1.81 6.64 -1.60
H -1.98 5.85 0.77
H -1.72 3.41 1.24
H -0.50 -0.94 -3.18
H -0.38 -0.46 -5.62
H -0.66 1.91 -6.39
N -1.95 -5.46 0.50
C -1.51 -4.34 1.32
C -1.68 -3.04 0.57
O -1.54 -1.96 1.11
O -1.94 -3.13 -0.72
H -1.34 -6.25 0.56
H -1.98 -4.11 -0.88
H -2.89 -5.76 0.73
H -0.43 -4.40 1.49
H -1.99 -4.24 2.29
S 6.67 -0.40 0.50
C 5.33 -1.30 0.06
S 3.73 -0.73 0.43
C 3.03 -2.08 -0.38
N 3.90 -2.93 -0.83
N 5.19 -2.49 -0.56
C 6.23 -3.36 -1.01
C 7.50 -3.32 -0.44
C 8.47 -4.19 -0.90
C 8.20 -5.10 -1.91
C 6.93 -5.14 -2.46
C 5.94 -4.27 -2.02
S 1.30 -2.23 -0.48
H 7.72 -2.61 0.34
H 9.46 -4.16 -0.45
H 8.97 -5.78 -2.25
H 6.69 -5.84 -3.25
H 4.95 -4.31 -2.44

total energy	-107950.8002	eV
ΔE to the lowest compared entry with this formula, charge and spin	13.2	kcal per mole
2S+1	1
frontier orbital gap	5.838	eV